Record 1
Formula: C16H34F6N2O6Zn
Source: the Open Molecules 2025 dataset
Level of theory: wB97M-V/def2-TZVPD

Structure (XYZ):
```
65
Properties=species:S:1:pos:R:3:forces:R:3
Zn -0.438287 -0.146689 -0.087791 -0.99 0.33 -0.84
C -2.390514 -2.269054 -1.807894 1.13 -0.80 2.20
O -1.589831 -3.314707 -2.368882 -0.42 0.66 -0.72
O -1.631946 -1.440393 -1.064863 -0.17 1.21 -0.42
C -3.329286 -1.633819 -2.829986 0.01 0.56 -0.03
F -4.043567 -2.501949 -3.560550 0.39 -0.41 -0.13
F -4.254121 -0.858308 -2.241362 0.22 0.25 0.32
F -2.625196 -0.856559 -3.676298 -0.35 0.30 -0.26
C -0.953285 -3.102418 -3.608393 -0.05 -1.36 -1.77
C -0.554394 -4.516633 -4.071109 0.75 0.62 0.31
H 0.023251 -4.933408 -3.243312 0.01 -0.33 -0.16
H -1.386647 -5.175878 -4.301655 -0.22 0.18 0.15
H 0.094409 -4.463285 -4.949359 -0.02 -0.01 0.01
H -0.071398 -2.455539 -3.684063 0.16 0.05 1.09
H -1.564437 -2.683058 -4.416009 -0.57 -0.07 0.48
H -3.011640 -2.814995 -1.086343 -0.60 -0.31 -0.44
C 0.035614 3.144102 0.018224 0.93 -1.18 -0.87
O -0.238724 3.693774 1.278451 -0.30 0.63 0.16
O -0.209360 1.833759 0.043725 -0.52 -0.68 0.10
C -0.701402 3.861783 -1.150255 -0.59 0.55 1.75
F -2.029331 3.651055 -1.105261 0.30 -0.18 -0.59
F -0.538820 5.209305 -1.019093 0.00 -0.03 -0.32
F -0.197588 3.541372 -2.341142 -0.28 -0.32 -0.16
C 0.510526 4.850925 1.650448 -0.22 -0.52 0.46
C 0.214372 5.131790 3.104837 0.06 0.01 0.90
H 0.645867 6.067606 3.467760 -0.09 0.20 -0.41
H -0.851445 5.138828 3.335171 -0.04 0.09 -0.24
H 0.665794 4.395825 3.777581 -0.08 -0.30 -0.29
H 0.235817 5.691631 1.019396 0.23 0.12 0.00
H 1.573748 4.604852 1.581843 0.15 0.25 -0.41
H 1.091610 3.344199 -0.268783 0.22 0.21 0.36
C 3.700783 -1.069694 -0.220870 -0.01 -0.27 -0.42
C 2.304574 -0.482029 -0.391403 0.51 0.92 -0.47
C 1.990398 -0.252689 -1.879673 -0.23 -0.53 -0.07
O 0.679421 0.240511 -2.021270 0.29 -0.60 0.19
C 0.273528 0.436917 -3.367182 0.02 1.49 0.13
N 1.225402 -1.301331 0.199921 1.72 -0.60 0.49
H 4.005104 -1.079216 0.822887 0.06 0.05 0.06
H 4.427397 -0.513165 -0.815833 0.00 0.23 0.24
H 3.777191 -2.091640 -0.607346 -0.25 -0.06 0.10
H 2.276866 0.476365 0.137661 -0.10 0.08 -0.21
H 2.045685 -1.225282 -2.393386 0.10 -0.09 0.01
H 2.702491 0.403201 -2.391500 0.14 0.14 0.36
H 0.781726 -0.213619 -4.079199 -0.21 -0.36 0.16
H 0.535273 1.473825 -3.613681 0.13 -0.13 -0.24
H -0.811639 0.404802 -3.412184 0.14 -0.49 0.00
H 1.464368 -2.251170 -0.097422 -1.01 0.00 -0.35
H 1.438017 -1.364589 1.197076 -0.28 0.33 0.19
C -1.109554 -2.463394 2.806236 0.13 0.28 0.66
C -1.352608 -0.952402 3.010486 0.44 -1.19 -0.30
C -0.291024 -0.221314 3.865682 -1.12 -0.80 -0.25
O 1.021357 -0.526487 3.496886 0.38 -0.26 -0.13
C 1.987334 0.167870 4.289795 -0.17 -0.44 -0.61
N -1.573408 -0.303433 1.703321 -0.77 1.10 0.70
H -0.242241 -2.696132 2.198508 0.03 0.06 -0.19
H -2.000514 -2.930359 2.388035 0.05 0.12 -0.30
H -0.973668 -2.946554 3.778246 0.14 0.10 0.00
H -2.265729 -0.967395 3.617214 -0.07 0.65 -0.10
H -0.541811 -0.620447 4.857874 0.52 0.34 0.32
H -0.446504 0.860809 3.846087 -0.17 0.09 0.02
H 1.672495 0.193255 5.332518 0.03 0.19 0.08
H 2.151850 1.162258 3.870826 -0.09 0.17 0.27
H 2.913292 -0.397648 4.212683 0.05 0.00 0.04
H -2.458641 -0.606066 1.292588 0.22 -0.43 -0.01
H -1.787000 0.662125 1.971386 0.33 0.15 -0.60
```
Positions in Å, forces in eV/Å.

Results
Total charge: 0
HOMO: -0.315 Ha
ΔE to the lowest compared entry with this formula, charge and spin: 98.6 kJ/mol
Calculated total energy: -3569.5191 hartree
Strongest force on any atom: 2.6 eV Å⁻¹
Frontier orbital gap: 8.83 eV

Record 2
Formula: C16H34NO2P2SiTi
Source: the Open Molecules 2025 dataset
Level of theory: wB97M-V/def2-TZVPD

Structure (XYZ):
```
57
Properties=species:S:1:pos:R:3:forces:R:3
C 0.898931 -1.454539 -4.096411 -0.03 -0.10 -0.21
C 0.923470 -1.044757 -2.773116 -0.32 0.11 -0.30
N -0.219519 -0.862508 -2.061409 0.02 -0.88 -0.67
C -1.404251 -1.173217 -2.651520 0.28 0.09 -0.29
C -1.470608 -1.616740 -3.962576 0.02 -0.01 -0.23
C -0.309471 -1.754751 -4.711115 0.01 0.13 0.24
C 2.281552 -0.775628 -2.172670 -0.88 -2.22 1.41
P 2.268990 -0.365402 -0.380713 0.61 -0.19 -0.77
Ti -0.154960 -0.130898 -0.027239 -0.16 3.15 3.06
P -2.610716 -0.218035 -0.275966 -0.46 -0.08 -0.78
C -2.710518 -1.039147 -1.914248 -0.47 -0.03 0.05
O 2.405214 4.587659 -4.634049 -0.56 -1.54 -2.37
O -0.125892 1.980002 0.427851 0.09 -2.39 -0.85
H 1.848270 -1.523464 -4.625596 -0.29 -0.10 0.04
H -2.454213 -1.825048 -4.381359 0.30 -0.02 0.01
H -0.346491 -2.079816 -5.746077 0.01 0.04 0.14
C 3.206712 -1.725734 0.359326 0.02 -0.25 0.42
C 3.356904 1.074688 -0.281116 0.14 0.41 0.26
H -3.415484 -0.452731 -2.524858 0.19 -0.37 0.02
H -3.160413 -2.034431 -1.756762 0.24 0.29 -0.25
H 2.738464 0.004131 -2.658145 1.09 1.87 -1.43
H 2.916619 -1.670839 -2.289298 -0.26 0.35 -0.23
C -3.712002 -1.215206 0.752804 -0.08 -0.14 0.49
C -3.483583 1.346023 -0.528595 -0.08 0.37 0.19
H -0.122114 4.549560 0.950660 -0.10 3.14 0.05
H 0.046322 2.583235 -0.308102 -0.09 -0.05 0.12
H 2.741356 4.926597 -3.850310 0.97 1.10 2.27
H 3.084871 3.970057 -4.955080 -0.39 0.43 0.10
H -0.284275 -2.964555 0.919799 -0.02 -0.23 0.34
H -0.147669 5.420503 0.951939 0.10 -3.15 -0.03
H 4.227483 -1.383692 0.570343 -0.22 -0.28 -0.05
H 2.716554 -2.029861 1.291619 0.23 0.00 -0.17
H 3.224677 -2.577894 -0.331112 0.03 0.15 0.29
H 4.340627 0.758483 0.088544 -0.19 0.29 -0.17
H 3.450298 1.538594 -1.271730 0.03 -0.01 0.36
H 2.900942 1.789705 0.415918 0.26 -0.06 -0.19
H -4.533646 1.230264 -0.230661 0.23 0.21 -0.21
H -2.987998 2.101109 0.095339 -0.25 -0.06 -0.20
H -3.413763 1.642902 -1.582656 -0.02 0.05 0.31
H -4.688785 -0.718600 0.812907 0.20 -0.30 0.04
H -3.820040 -2.216609 0.317391 0.00 0.24 0.25
H -3.279121 -1.303960 1.756974 -0.23 -0.04 -0.18
C 1.509256 -0.891853 4.366343 0.11 -0.13 -0.06
Si -0.059997 -0.250195 3.576992 0.01 0.16 0.18
C -1.556266 -0.889469 4.500140 -0.13 -0.12 -0.04
C -0.046920 1.618118 3.580885 0.00 -0.05 -0.02
C -0.140186 -0.914396 1.834996 0.07 0.12 -0.68
C -0.220911 -1.888761 0.960565 -0.02 0.18 -0.34
H 1.381809 -0.919878 5.456541 0.13 0.00 -0.21
H 2.363396 -0.243683 4.133055 -0.12 -0.16 0.07
H 1.730672 -1.906862 4.012829 0.02 0.14 0.19
H -1.305123 -1.008963 5.562157 -0.16 0.03 -0.19
H -2.401483 -0.194563 4.419933 0.11 -0.15 0.04
H -1.863417 -1.864975 4.102254 0.01 0.13 0.19
H 0.918364 2.004218 3.230492 -0.20 -0.02 0.06
H -0.819593 2.035753 2.924951 0.14 -0.05 0.15
H -0.212304 1.970069 4.608923 0.04 -0.01 -0.21
```
Positions in Å, forces in eV/Å.

Results
Total charge: +1
HOMO: -0.385 Ha
ΔE to the lowest compared entry with this formula, charge and spin: 0.0 kJ/mol
Calculated total energy: -2656.7294 hartree
Strongest force on any atom: 4.4 eV Å⁻¹
Frontier orbital gap: 7.31 eV

What is the formula in the second record? C16H34NO2P2SiTi

Among the records above, which one has the highest calculated total energy? C16H34NO2P2SiTi

Which formula does entry 2 have? C16H34NO2P2SiTi